[1]
Entry from the Open Molecules 2025 dataset: C54H45BrCl2CsF3N5O3S4Sb as an isolated structure (ωB97M-V/def2-TZVPD).

Summary:
lowest unoccupied orbital energy: 0.1104 Eh
net charge: -2
HOMO-LUMO gap: 0.1318 Ha

Each line ends with the Mulliken charge.
CARTESIAN COORDINATES (ANGSTROEM)
Cs1 -0.6161 0.2811 1.0638  0.638
Br1 -1.2544 -4.9992 6.4860  -0.280
C1 -0.9171 -4.5971 4.7024  0.027
C2 0.3781 -4.4651 4.2271  -0.410
C3 0.5731 -3.9125 2.9664  -0.596
C4 -0.5126 -3.5765 2.0775  0.004
O1 -0.2718 -3.1860 0.9279  -0.599
C5 -1.8741 -3.8121 2.6243  0.833
C6 -3.0866 -3.4627 1.9500  -0.600
N1 -3.1613 -2.6061 0.9683  -0.012
C7 -4.4111 -2.4225 0.4494  -0.142
C8 -5.4266 -3.4377 0.4901  -0.663
C9 -6.7342 -3.0975 0.1333  -0.668
C10 -7.0442 -1.8093 -0.3643  -0.782
C11 -6.0344 -0.8736 -0.6316  0.687
C12 -6.2413 0.3097 -1.3795  -0.630
C13 -5.1337 0.8881 -2.0055  -0.556
C14 -3.8550 0.4649 -1.6865  -0.139
N2 -3.6391 -0.5195 -0.8060  -0.116
C15 -4.6417 -1.2191 -0.3224  0.399
C16 -2.0140 -4.3681 3.8729  -0.762
H1 1.2373 -4.6351 4.9588  0.251
H2 1.5721 -3.7458 2.5113  0.392
H3 -4.0233 -3.8231 2.4066  0.396
H4 -5.1499 -4.4012 0.9055  0.597
H5 -7.5389 -3.8205 0.2195  0.357
H6 -8.0651 -1.5912 -0.6049  0.388
H7 -7.2262 0.7363 -1.5522  0.388
H8 -5.1318 1.6953 -2.7826  0.224
H9 -2.9149 0.9589 -1.9730  0.398
H10 -2.9909 -4.5854 4.2361  0.451
C17 -0.2493 5.8512 3.1634  -1.459
C18 0.1486 4.5095 2.5847  -0.160
N3 -0.7011 3.4520 2.6804  0.542
N4 -1.8149 3.7549 3.3030  -0.684
C19 -2.8108 2.7932 3.3860  -0.132
S1 -3.6444 1.9129 2.1999  -0.282
S2 -3.1073 2.5113 5.1546  -0.318
C20 -1.5173 1.8908 5.6796  -0.283
C21 -0.8277 2.6670 6.7725  0.588
C22 0.4711 2.3052 7.0222  -0.412
C23 1.2077 2.9058 8.0620  -0.637
C24 0.6320 3.9461 8.7640  -0.286
C25 -0.6789 4.3641 8.4585  -0.665
C26 -1.3727 3.7153 7.4387  -0.240
C27 1.4591 4.3116 2.0417  0.995
C28 2.2208 5.3623 1.5037  -0.476
C29 3.4183 5.0074 0.8715  -0.730
C30 3.9867 3.7732 1.0788  -0.279
C31 3.4594 2.8293 1.9434  -1.174
C32 2.0442 2.9530 2.2943  0.475
O2 1.3859 1.9272 2.6048  -0.714
H11 0.2107 6.0098 4.1434  0.244
H12 -1.3184 5.8032 3.3215  0.460
H13 -0.0076 6.7136 2.5298  0.397
H14 -0.8469 1.7864 4.7921  -0.058
H15 -1.6522 0.8627 6.0387  0.540
H16 0.8756 1.4350 6.5203  0.384
H17 2.2393 2.5898 8.1617  0.355
H18 1.1903 4.4335 9.5784  0.306
H19 -1.1500 5.2274 8.9297  0.343
H20 -2.4513 3.9046 7.2841  0.239
H21 1.8838 6.4003 1.6189  0.233
H22 3.9761 5.7158 0.2790  0.364
H23 4.9010 3.4663 0.5389  0.301
H24 3.9093 1.8952 2.2305  0.439
O3 -1.0489 -1.6358 -1.3753  -0.117
H25 -0.8611 -2.3104 -0.6652  0.259
H26 -1.9763 -1.3410 -1.2460  0.360
Cl1 -4.1549 4.3795 -4.0664  -0.164
C33 -3.3848 5.0550 -2.6482  -0.400
Cl2 -2.2113 3.8996 -1.9016  -0.069
H27 -4.1038 5.3750 -1.9077  0.311
H28 -2.8066 5.9709 -2.8993  0.326
S3 5.7216 -1.5477 0.9473  -0.326
C34 5.8444 -3.1872 0.9503  0.140
N5 6.9312 -3.9700 0.9138  -0.169
C35 6.8447 -5.3403 0.5321  -0.487
C36 5.3273 -5.5580 0.3006  -0.486
S4 4.3606 -4.1674 0.8235  0.007
H29 7.8282 -3.5562 1.0225  0.218
H30 7.1398 -5.9724 1.3738  0.235
H31 7.5423 -5.5062 -0.4074  0.250
H32 5.0034 -6.4250 0.8125  0.372
H33 5.1582 -5.6125 -0.7957  0.247
F1 5.2554 3.6113 -5.7587  -0.332
C37 4.3696 2.6900 -5.3474  0.531
C38 3.5114 2.0666 -6.2706  -0.837
C39 2.5810 1.1666 -5.7753  -0.150
C40 2.5148 0.8427 -4.4353  -0.168
C41 3.2563 1.5943 -3.5550  -0.633
C42 4.2635 2.4550 -3.9629  -0.651
Sb1 1.0295 -0.5559 -3.6094  0.959
C43 -0.5687 -0.3139 -5.0953  -0.117
C44 -0.9937 -1.3339 -5.9455  -0.061
C45 -2.1286 -1.1807 -6.7551  -0.617
C46 -2.8608 0.0070 -6.7042  0.333
F2 -3.8958 0.2088 -7.5447  -0.339
C47 -2.4677 1.0224 -5.8218  -0.639
C48 -1.2445 0.8813 -5.0943  -0.623
C49 1.6808 -2.5058 -4.3034  -0.380
C50 2.6922 -2.6807 -5.2509  -0.073
C51 3.1263 -3.9249 -5.6391  -0.640
C52 2.5942 -5.0377 -5.0056  0.466
F3 2.9963 -6.2217 -5.3839  -0.344
C53 1.5744 -4.9260 -4.0360  -0.712
C54 1.1527 -3.6668 -3.6730  -0.494
H34 3.5682 2.2499 -7.3067  0.461
H35 1.7719 0.8625 -6.3550  0.533
H36 3.0990 1.4517 -2.4759  0.433
H37 4.9498 2.9564 -3.3021  0.477
H38 -0.4161 -2.2944 -5.9904  0.287
H39 -2.4450 -1.9298 -7.4223  0.481
H40 -2.9451 1.9926 -5.8449  0.394
H41 -0.9758 1.6893 -4.4410  0.541
H42 3.0448 -1.7549 -5.7165  0.276
H43 3.8884 -4.0111 -6.4175  0.397
H44 1.1438 -5.8008 -3.6556  0.562
H45 0.4036 -3.5137 -2.9121  0.483

[2]
Entry from the Open Molecules 2025 dataset: C5H6O2 as an isolated structure (ωB97M-V/def2-TZVPD).

Summary:
lowest unoccupied orbital energy: 0.0305 Eh
net charge: 0
HOMO-LUMO gap: 0.3982 Ha

Each line ends with the Mulliken charge.
CARTESIAN COORDINATES (ANGSTROEM)
C1 -1.9238 0.0165 0.1150  0.492
C2 0.1572 -1.0972 -0.7123  -0.854
C3 -0.6701 -0.7928 0.5976  -0.119
C4 0.0380 0.3312 -0.1117  0.934
C5 1.2920 1.1169 0.2266  -1.400
O1 -3.1002 0.0067 0.2910  -0.552
O2 -1.1755 0.8744 -0.5102  -0.387
H1 1.2412 -1.3005 -0.6878  0.279
H2 -0.2221 -1.4744 -1.6593  0.248
H3 -0.4163 -1.4803 1.4674  0.315
H4 2.2280 0.6121 -0.0942  0.337
H5 1.3310 1.1263 1.3134  0.302
H6 1.2206 2.0611 -0.2354  0.405

[3]
Entry from the Open Molecules 2025 dataset: C18H37O2P3Pt as an isolated structure (ωB97M-V/def2-TZVPD).

Summary:
multiplicity: 5
lowest unoccupied orbital energy (alpha / beta): -0.4463 / -0.6177 Eh
net charge: +4
HOMO-LUMO gap (alpha / beta): 0.2964 / 0.1214 Ha
<S²>: 6.0235

Each line ends with the Mulliken charge.
CARTESIAN COORDINATES (ANGSTROEM)
Pt1 1.2763 -0.8077 -0.1536  0.854
P1 3.5227 -0.5514 -0.8894  0.816
P2 -0.0226 -0.2740 -2.1194  0.951
P3 1.0463 -1.6513 2.0375  0.525
H1 -3.0217 -3.1114 -0.9986  0.278
C1 -3.2688 -2.8819 0.0497  -0.573
C2 -3.2338 -1.6267 0.5339  -0.578
H2 -3.0441 -0.7750 -0.1380  0.217
C3 3.9397 -1.7760 -2.1913  -0.698
C4 3.7230 1.1424 -1.5381  -1.257
C5 4.6394 -0.7671 0.5249  -1.017
C6 -1.7820 -0.5419 -2.5427  -1.165
C7 0.1692 1.5188 -2.4153  -1.249
C8 0.8433 -1.0134 -3.5446  -1.168
C9 -0.5682 -2.0200 2.8130  -1.103
C10 1.6502 -0.4478 3.2724  -1.212
C11 2.0149 -3.1603 2.3209  -0.963
H3 -3.6918 -3.7138 0.6292  0.349
H4 -3.2231 -1.3902 1.6119  0.406
H5 4.6266 -2.5429 -1.8091  0.456
H6 4.3536 -1.3171 -3.1010  0.455
H7 3.0260 -2.3064 -2.4866  -0.121
H8 4.7664 1.4730 -1.5780  0.530
H9 3.1757 1.8288 -0.8771  0.411
H10 3.2936 1.2280 -2.5457  0.367
H11 5.6795 -0.4927 0.3138  0.468
H12 4.6153 -1.8091 0.8534  0.334
H13 4.2844 -0.1471 1.3527  0.275
H14 -1.8941 -0.5901 -3.6376  0.495
H15 -2.3830 0.3031 -2.1809  0.469
H16 -2.1727 -1.4679 -2.1019  0.076
H17 0.0234 1.7119 -3.4904  0.457
H18 1.1640 1.8636 -2.1014  0.270
H19 -0.6066 2.0382 -1.8358  0.482
H20 0.2883 -0.7616 -4.4574  0.592
H21 0.8569 -2.1037 -3.4158  0.224
H22 1.8680 -0.6277 -3.6141  0.311
H23 -0.3997 -2.5901 3.7414  0.540
H24 -1.2275 -2.5893 2.1500  0.118
H25 -1.0604 -1.0740 3.0766  0.468
H26 1.8448 -0.9822 4.2121  0.493
H27 0.8606 0.2968 3.4366  0.477
H28 2.5593 0.0498 2.9210  0.273
H29 1.9890 -3.4026 3.3935  0.577
H30 3.0480 -3.0186 1.9782  0.247
H31 1.5626 -3.9952 1.7694  0.187
C12 1.0302 -4.4991 -0.9717  0.616
C13 2.0600 -5.1591 -1.6629  -0.134
C14 2.3689 -6.4665 -1.3192  -0.524
C15 1.6428 -7.1609 -0.3564  -0.648
C16 0.6454 -6.4722 0.3503  -0.179
C17 0.3077 -5.1488 0.0439  -0.608
O1 0.7448 -3.2020 -1.3393  -0.202
H32 1.4432 -2.4969 -0.9925  -0.276
H33 2.5710 -4.6500 -2.4814  0.544
H34 3.2208 -6.9464 -1.7940  0.478
H35 1.9267 -8.1793 -0.0902  0.463
H36 0.1758 -6.9437 1.1978  0.500
H37 -0.5026 -4.6241 0.5482  0.566
O2 0.0282 1.6792 1.0365  -0.317
C18 0.6215 0.7960 0.5561  0.376

[4]
Entry from the Open Molecules 2025 dataset: one molecule with the formula C3H6ClP (ωB97M-V/def2-TZVPD).

Summary:
lowest unoccupied orbital energy: 0.0003 Eh
net charge: 0
SMILES: [H]/P=C(\Cl)CC
HOMO-LUMO gap: 0.3318 Ha

Each line ends with the Mulliken charge.
CARTESIAN COORDINATES (ANGSTROEM)
C1 0.1844 -0.2818 1.2208  0.113
C2 -0.3601 -0.1469 -1.4594  -0.779
C3 0.7507 0.2109 -0.5134  -0.680
P1 0.0170 1.1226 2.2126  -0.045
Cl1 -0.5052 -1.8424 1.5136  -0.142
H1 -1.1471 0.6965 -1.4085  0.231
H2 -0.8708 -1.1803 -1.2717  0.272
H3 0.0550 -0.0502 -2.4454  0.300
H4 1.6275 -0.3104 -0.6014  0.362
H5 0.9612 1.2774 -0.4565  0.375
H6 -0.7125 0.5047 3.2093  -0.007

[5]
Entry from the Open Molecules 2025 dataset: one molecule with the formula C3H7NOS2 (ωB97M-V/def2-TZVPD).

Summary:
lowest unoccupied orbital energy: 0.0165 Eh
net charge: 0
HOMO-LUMO gap: 0.3397 Ha

Each line ends with the Mulliken charge.
CARTESIAN COORDINATES (ANGSTROEM)
C1 0.1825 0.2137 -0.5031  0.522
C2 2.8568 -0.3187 -0.3287  -0.719
C3 -2.1534 0.9723 0.8245  -0.890
N1 -1.6487 -1.5745 0.1059  -0.668
O1 0.5606 1.4389 -0.7477  -0.599
S1 1.1857 -1.0737 -0.1374  -0.006
S2 -1.6630 -0.1772 -0.4865  0.337
H1 3.2401 -1.0131 -1.0763  0.265
H2 3.4893 -0.4644 0.5701  0.281
H3 2.8643 0.8398 -0.5859  0.269
H4 -1.3757 1.6543 0.8827  0.347
H5 -2.3494 0.3167 1.5832  0.354
H6 -2.9777 1.5037 0.3858  0.296
H7 -2.2113 -2.3177 -0.4866  0.210

Calculated ΔE to the lowest compared entry with this formula, charge and spin in order - 90.03, 55.65, 53.53, 44.44, 84.31 kcal/mol